Record 1
{
  "formula": "C104H150B4F16N15O8",
  "method": "ωB97M-V/def2-TZVPD",
  "homo_ha": -0.583,
  "total_energy_ev": -195157.156,
  "charge": 7,
  "species": ["C", "C", "C", "N", "C", "C", "C", "C", "C", "H", "H", "H", "H", "H", "H", "H", "H", "H", "H", "H", "H", "H", "H", "H", "H", "H", "H", "C", "C", "C", "N", "C", "C", "C", "C", "C", "H", "H", "H", "H", "H", "H", "H", "H", "H", "H", "H", "H", "H", "H", "H", "H", "H", "H", "C", "C", "C", "N", "C", "C", "C", "C", "C", "H", "H", "H", "H", "H", "H", "H", "H", "H", "H", "H", "H", "H", "H", "H", "H", "H", "H", "C", "N", "C", "C", "C", "C", "C", "C", "C", "C", "N", "C", "C", "C", "H", "H", "H", "H", "H", "H", "H", "H", "H", "H", "H", "H", "H", "H", "C", "N", "C", "C", "C", "C", "C", "C", "C", "C", "N", "C", "C", "C", "H", "H", "H", "H", "H", "H", "H", "H", "H", "H", "H", "H", "H", "H", "C", "N", "C", "C", "C", "C", "C", "C", "C", "C", "N", "C", "C", "C", "H", "H", "H", "H", "H", "H", "H", "H", "H", "H", "H", "H", "H", "H", "C", "N", "C", "C", "C", "C", "C", "C", "C", "C", "N", "C", "C", "C", "H", "H", "H", "H", "H", "H", "H", "H", "H", "H", "H", "H", "H", "H", "C", "N", "C", "C", "C", "C", "C", "C", "C", "C", "N", "C", "C", "C", "H", "H", "H", "H", "H", "H", "H", "H", "H", "H", "H", "H", "H", "H", "C", "N", "C", "C", "C", "C", "C", "C", "C", "C", "N", "C", "C", "C", "H", "H", "H", "H", "H", "H", "H", "H", "H", "H", "H", "H", "H", "H", "B", "F", "F", "F", "F", "B", "F", "F", "F", "F", "B", "F", "F", "F", "F", "B", "F", "F", "F", "F", "C", "C", "O", "O", "H", "H", "H", "C", "C", "O", "O", "H", "H", "H", "C", "C", "O", "O", "H", "H", "H", "C", "C", "O", "O", "H", "H", "H"],
  "coordinates": [[-3.0499, -39.9568, 1.9325], [-3.7446, -39.3938, 3.2112], [-3.1254, -38.0043, 3.3907], [-3.5624, -37.2591, 4.6198], [-4.9900, -36.6540, 4.4196], [-2.5033, -36.1337, 4.8283], [-2.7635, -35.5992, 6.2447], [-3.2780, -36.8956, 6.9976], [-3.4612, -37.9813, 5.9531], [-3.5479, -39.5318, 1.0834], [-2.9890, -41.0282, 1.7613], [-2.0185, -39.4931, 1.8770], [-3.4891, -40.0320, 4.0378], [-4.8186, -39.3592, 3.0001], [-3.4126, -37.3495, 2.6021], [-2.0736, -38.0836, 3.4625], [-5.6491, -37.4506, 4.2281], [-5.0399, -35.9051, 3.6534], [-5.3045, -36.3323, 5.3531], [-2.5640, -35.5373, 3.9364], [-1.5938, -36.7455, 4.8859], [-3.5846, -34.9169, 6.2977], [-1.8915, -35.1763, 6.6728], [-4.2032, -36.6656, 7.4522], [-2.5067, -37.1574, 7.7253], [-4.4104, -38.4520, 6.2085], [-2.7029, -38.7246, 5.9217], [-4.9937, -31.4977, -3.4429], [-3.6717, -30.8047, -3.0690], [-2.6980, -31.8369, -2.5479], [-1.3430, -31.3521, -2.1477], [-1.3656, -30.6017, -0.8507], [-0.6367, -30.4300, -3.2049], [-0.1927, -31.4979, -4.2606], [-0.0520, -32.8343, -3.5535], [-0.4264, -32.6096, -2.0816], [-5.4531, -31.8543, -2.5667], [-5.0231, -32.3672, -4.0483], [-5.7474, -30.7920, -3.8995], [-3.8702, -30.0573, -2.2960], [-3.2159, -30.3623, -3.9551], [-2.6327, -32.6663, -3.2368], [-3.0619, -32.3509, -1.5837], [-1.8457, -31.1975, -0.0865], [-1.7755, -29.5824, -0.9696], [-0.3791, -30.4721, -0.4387], [0.1491, -30.0019, -2.6102], [-1.2974, -29.6948, -3.6487], [0.7592, -31.1754, -4.7628], [-0.9341, -31.5788, -4.9709], [0.9446, -33.2802, -3.6157], [-0.7438, -33.5964, -3.8980], [0.3673, -32.2674, -1.4814], [-1.0097, -33.4499, -1.6746], [6.9060, -31.9903, 11.6642], [7.7426, -30.9084, 11.0792], [7.5283, -29.5773, 11.7910], [8.1950, -28.4396, 11.0056], [7.4677, -28.3570, 9.6344], [9.6505, -28.6513, 10.8932], [10.2532, -27.3002, 10.8525], [9.3996, -26.3751, 11.6836], [8.0431, -27.1362, 11.7774], [5.8050, -31.8737, 11.5034], [7.0080, -31.8951, 12.7689], [7.3287, -32.9787, 11.2967], [7.6381, -30.7360, 10.0198], [8.8051, -31.1078, 11.2122], [7.8961, -29.5615, 12.8379], [6.4413, -29.2691, 11.7616], [7.6860, -27.3808, 9.1930], [6.4153, -28.4770, 9.8196], [7.7676, -29.1386, 8.9865], [9.8144, -29.3754, 10.1392], [9.9050, -29.2247, 11.7943], [10.1773, -26.9427, 9.8122], [11.2907, -27.3512, 11.1444], [9.4180, -25.3517, 11.3297], [9.8535, -26.3645, 12.7048], [7.1613, -26.5437, 11.4203], [7.8135, -27.4395, 12.8352], [-8.4601, -36.0294, 11.7425], [-7.0774, -35.5708, 11.4719], [-6.1120, -36.4205, 11.8847], [-4.7574, -36.1382, 11.7158], [-4.3587, -34.9812, 11.0633], [-5.3702, -34.1899, 10.5427], [-6.6824, -34.4607, 10.8313], [-2.9689, -34.6763, 10.7455], [-2.0710, -35.7149, 10.7640], [-0.8026, -35.5097, 10.3269], [-0.3798, -34.2624, 10.0236], [-1.2136, -33.2439, 10.0001], [-2.5639, -33.3918, 10.2651], [0.9782, -34.1027, 9.5246], [-8.4558, -37.0828, 11.5387], [-9.1538, -35.3941, 11.1607], [-8.7321, -35.9470, 12.8393], [-6.3965, -37.2033, 12.5329], [-4.1213, -36.9001, 12.1256], [-5.1283, -33.2646, 9.9740], [-7.4655, -33.6810, 10.4989], [-2.3762, -36.7025, 11.0825], [-0.0729, -36.3388, 10.2983], [-0.7976, -32.2567, 9.6472], [-3.1053, -32.4757, 10.2524], [1.6023, -34.9421, 9.9260], [1.2916, -33.1177, 9.8751], [0.9457, -34.2192, 8.4420], [-1.7140, -32.0352, 3.9529], [-3.1564, -31.9582, 4.4856], [-4.0062, -32.8590, 3.9108], [-5.2622, -32.9963, 4.3419], [-5.6849, -32.1100, 5.3711], [-4.7852, -31.1571, 5.9471], [-3.5176, -31.1079, 5.4979], [-7.0850, -32.3035, 5.9602], [-8.0322, -33.0618, 5.2074], [-9.2244, -33.4651, 5.7458], [-9.5720, -33.0642, 6.9924], [-8.7692, -32.3196, 7.7348], [-7.5273, -31.9016, 7.2071], [-10.8805, -33.4646, 7.5168], [-1.1985, -32.9514, 4.2812], [-1.2252, -31.1621, 4.3353], [-1.8425, -31.9900, 2.9079], [-3.6179, -33.2420, 3.0013], [-5.9345, -33.6305, 3.8356], [-4.9834, -30.4679, 6.7459], [-2.7345, -30.4764, 5.9279], [-7.8066, -33.3962, 4.2096], [-9.9079, -34.1205, 5.2090], [-9.0878, -32.1523, 8.7535], [-6.8939, -31.3625, 7.8690], [-10.7515, -34.4111, 7.9743], [-11.6317, -33.4660, 6.7263], [-11.0985, -32.7018, 8.2569], [-21.8253, -43.4820, 13.4712], [-21.3943, -42.1224, 12.9851], [-20.4520, -41.4108, 13.7197], [-19.8505, -40.3014, 13.2560], [-20.1914, -39.8144, 12.0205], [-21.1821, -40.5337, 11.3312], [-21.8123, -41.6437, 11.8602], [-19.4076, -38.7514, 11.3063], [-18.8202, -39.0475, 10.0790], [-18.0101, -38.1341, 9.4768], [-17.7151, -37.0019, 10.1252], [-18.2877, -36.6846, 11.3065], [-19.0981, -37.5680, 11.9653], [-16.5651, -36.2127, 9.6168], [-22.8613, -43.7266, 13.1936], [-21.8000, -43.4944, 14.5473], [-21.1721, -44.1692, 13.0175], [-20.2230, -41.9007, 14.7030], [-19.1514, -39.8833, 13.9368], [-21.4684, -40.2740, 10.3225], [-22.5854, -42.0772, 11.2914], [-18.9833, -39.9780, 9.6347], [-17.4042, -38.2099, 8.5310], [-18.0460, -35.7630, 11.8394], [-19.5775, -37.2877, 12.8955], [-16.7326, -35.9827, 8.5814], [-15.7039, -36.8533, 9.7393], [-16.4336, -35.3539, 10.2391], [-13.9196, -29.3439, 2.3505], [-13.4840, -28.1512, 1.5924], [-13.1297, -26.9695, 2.1648], [-12.9720, -25.8797, 1.3084], [-13.1993, -25.9527, -0.0308], [-13.4693, -27.1946, -0.5935], [-13.7092, -28.2543, 0.2258], [-13.3216, -24.6945, -0.7959], [-12.1678, -24.0253, -1.1096], [-12.2446, -22.8379, -1.7315], [-13.3983, -22.2659, -2.1323], [-14.5242, -22.9653, -1.8717], [-14.4967, -24.2006, -1.3011], [-13.3933, -20.9117, -2.7864], [-14.9071, -29.1821, 2.8019], [-13.1105, -29.4809, 3.1618], [-13.9497, -30.2607, 1.6548], [-12.9929, -27.0136, 3.2096], [-12.5412, -24.9715, 1.7753], [-13.5119, -27.3849, -1.6610], [-14.0246, -29.2060, -0.0801], [-11.1666, -24.2242, -0.8077], [-11.3392, -22.3178, -1.8542], [-15.3730, -22.3940, -2.2418], [-15.4710, -24.6824, -1.0657], [-14.3285, -20.4277, -2.6217], [-13.2073, -21.0487, -3.8493], [-12.5782, -20.2995, -2.3364], [-8.6540, -22.5137, 5.8090], [-8.5043, -23.6299, 6.7486], [-8.9642, -24.8428, 6.4217], [-8.8581, -25.9955, 7.2337], [-8.2625, -25.8030, 8.4614], [-7.8016, -24.4865, 8.8235], [-7.8592, -23.4606, 7.9471], [-8.0655, -26.8978, 9.3643], [-6.9865, -26.9637, 10.1476], [-6.7817, -28.0252, 10.9922], [-7.7655, -28.9144, 11.1550], [-8.8817, -28.8050, 10.4376], [-9.1188, -27.8337, 9.4543], [-7.6221, -30.0588, 12.1607], [-9.0726, -22.9250, 4.9468], [-7.6992, -22.1630, 5.4904], [-9.2064, -21.7208, 6.3226], [-9.5623, -24.9440, 5.5398], [-9.1900, -26.9434, 6.9124], [-7.2302, -24.2324, 9.7326], [-7.5645, -22.4859, 8.2363], [-6.2026, -26.3243, 9.9479], [-5.8562, -28.1514, 11.5975], [-9.6603, -29.4854, 10.6876], [-9.9628, -27.8772, 8.7813], [-6.9282, -29.7843, 12.9059], [-7.3659, -30.9625, 11.6450], [-8.6058, -30.2393, 12.5423], [-16.1847, -35.2577, 2.3335], [-16.9620, -35.8484, 1.2100], [-16.5884, -35.6896, -0.0869], [-17.2289, -36.3807, -1.0809], [-18.1572, -37.3718, -0.7176], [-18.4903, -37.5197, 0.5714], [-17.9006, -36.7159, 1.5152], [-18.8196, -38.2093, -1.7108], [-18.2119, -38.5590, -2.9076], [-18.9045, -39.2915, -3.8550], [-20.1752, -39.7434, -3.6805], [-20.7990, -39.3054, -2.5208], [-20.1006, -38.6047, -1.5191], [-20.7594, -40.6860, -4.6830], [-15.6085, -34.4586, 1.8485], [-15.6061, -36.0878, 2.6717], [-16.9114, -35.0809, 3.1165], [-15.8893, -34.8730, -0.3152], [-16.9306, -36.2224, -2.0915], [-19.1778, -38.3058, 0.8896], [-18.2577, -36.6572, 2.5304], [-17.1837, -38.3453, -3.2271], [-18.4555, -39.5876, -4.7866], [-21.8589, -39.6392, -2.4803], [-20.7326, -38.3544, -0.6915], [-20.4029, -40.5952, -5.7124], [-21.8528, -40.6199, -4.5347], [-20.3554, -41.6492, -4.4197], [-0.3098, -31.7315, 7.0093], [0.2140, -32.4705, 5.9397], [0.5577, -31.5890, 8.0871], [-0.8137, -30.5055, 6.4844], [-1.5201, -32.4824, 7.4030], [-4.5910, -30.3714, 9.5993], [-5.5816, -30.6472, 10.5903], [-4.7127, -31.3721, 8.5997], [-4.7733, -29.0547, 9.1234], [-3.2888, -30.3522, 10.2084], [-7.0126, -35.5433, 7.6031], [-6.0537, -36.1393, 8.3909], [-6.4619, -34.8783, 6.4402], [-7.9649, -36.5209, 7.1115], [-7.6298, -34.4825, 8.3149], [-11.4304, -27.2703, 5.2943], [-11.8308, -26.5868, 6.4455], [-12.4836, -28.1071, 4.8127], [-11.0777, -26.3385, 4.2899], [-10.2985, -28.0935, 5.5767], [-14.0493, -32.6814, -2.0430], [-14.4913, -32.3951, -0.5800], [-14.5462, -31.2246, -0.1170], [-14.7111, -33.4294, 0.1262], [-14.5319, -32.0170, -2.8114], [-14.3981, -33.7699, -2.2758], [-12.9723, -32.5342, -2.1709], [-11.3616, -32.5444, 11.9539], [-10.1605, -32.2757, 11.0175], [-10.3409, -31.3065, 10.1895], [-9.0588, -32.9047, 11.1213], [-11.8306, -31.6157, 12.2836], [-11.0438, -33.2162, 12.7638], [-12.1497, -33.0628, 11.3910], [-3.8560, -34.7733, -0.5803], [-3.4723, -34.2493, 0.7595], [-3.4396, -35.0607, 1.6964], [-3.1808, -33.0131, 0.9742], [-3.1941, -35.6510, -0.8008], [-3.8312, -34.1249, -1.4696], [-4.8496, -35.2842, -0.5008], [-19.6698, -35.7650, 5.3808], [-18.3428, -36.3968, 5.6502], [-17.5975, -36.4715, 4.6627], [-17.9950, -36.5494, 6.8304], [-20.3970, -36.3748, 4.8351], [-19.4587, -34.9387, 4.7270], [-20.0977, -35.4561, 6.3748]]
}

Record 2
{
  "formula": "C10F21N",
  "method": "ωB97M-V/def2-TZVPD",
  "smiles": "FC(F)(F)C(F)(F)N(C(F)(F)C(F)(F)F)C1(F)C(F)(F)C(F)(F)C(F)(F)C(F)(F)C1(F)F",
  "homo_ha": -0.449,
  "relative_energy_kcal_mol": 0.0,
  "total_energy_ev": -68926.176,
  "charge": 0,
  "species": ["F", "F", "F", "F", "F", "F", "F", "F", "F", "F", "F", "F", "F", "F", "F", "F", "F", "F", "F", "F", "F", "N", "C", "C", "C", "C", "C", "C", "C", "C", "C", "C"],
  "coordinates": [[2.7873, 1.8262, -2.9606], [1.1664, 0.3910, -2.9916], [2.9823, -0.0428, -1.9281], [-1.8014, 1.9850, -2.4688], [-2.7463, 3.4475, -1.1114], [-0.8700, 3.8605, -1.9418], [1.4700, 2.9344, -1.1384], [2.4885, 1.5042, 0.0826], [-2.0394, 1.4619, 0.3435], [-0.5637, 3.0533, 0.6879], [-0.6146, -3.9315, 2.2501], [0.8743, -3.5065, 0.7304], [-2.2981, -2.0524, 1.3498], [-1.7932, -3.5277, -0.1047], [0.0722, -1.8610, 3.6557], [1.8795, -1.8803, 2.4049], [-0.3208, -2.0334, -1.4745], [-1.9450, -0.7678, -0.9384], [1.0299, 0.5915, 2.3056], [-1.0170, 0.0949, 2.3790], [1.3725, -0.8807, -0.0902], [0.1822, 1.0899, -0.3649], [2.1328, 0.9231, -2.2205], [-1.5795, 2.8119, -1.4348], [1.5231, 1.5896, -0.9108], [-0.9462, 2.0731, -0.1867], [-0.0995, -2.9384, 1.4671], [-1.2677, -2.4646, 0.5911], [0.5009, -1.7564, 2.3549], [-0.8427, -1.3629, -0.4056], [0.1207, -0.3024, 1.8354], [0.1624, -0.3291, 0.2339]]
}

Record 3
{
  "formula": "C10H10AsO11OsS",
  "method": "ωB97M-V/def2-TZVPD",
  "multiplicity": 5,
  "homo_ha": [-0.492, -0.492],
  "relative_energy_kcal_mol": 21.2,
  "total_energy_ev": -107185.053,
  "charge": 1,
  "species": ["Os", "O", "C", "O", "C", "O", "C", "C", "O", "O", "H", "H", "H", "H", "H", "O", "As", "O", "O", "C", "C", "C", "C", "C", "C", "S", "O", "O", "O", "H", "H", "H", "H", "H"],
  "coordinates": [[-0.8077, 1.2831, -0.7016], [-0.0744, 1.6990, 3.5880], [-0.6848, 1.4763, 2.4623], [-0.2724, 0.7279, 1.5972], [-2.0069, 2.1906, 2.3205], [-2.4709, 2.1039, 0.9731], [-2.9285, 3.3440, 0.4184], [-1.7716, 4.0707, -0.3147], [-1.7433, 5.2545, -0.4084], [-0.9047, 3.2025, -0.8268], [0.7712, 1.2178, 3.6233], [-2.7201, 1.6724, 2.9660], [-1.9128, 3.2240, 2.6536], [-3.6908, 3.1032, -0.3242], [-3.3447, 4.0118, 1.1678], [3.3895, 0.0207, -1.3258], [2.0697, -0.1383, -0.2032], [2.6187, 0.0356, 1.3077], [1.1129, 1.2800, -0.6165], [1.5547, -1.9624, -0.6551], [2.3326, -2.9140, -0.0210], [2.1464, -4.2559, -0.3374], [1.1978, -4.6379, -1.2753], [0.3999, -3.6863, -1.8937], [0.5907, -2.3530, -1.5804], [-0.5894, -1.1577, -2.0962], [-1.6830, -1.7655, -2.7619], [-0.0073, 0.0366, -2.7006], [-1.0095, -0.6243, -0.6747], [3.9375, 0.7904, -1.1187], [3.0652, -2.5971, 0.7101], [2.7492, -5.0054, 0.1566], [1.0595, -5.6840, -1.5097], [-0.3727, -3.9629, -2.5991]]
}